ORCA calculation (ωB97M-V/def2-TZVPD) on C34H93MgN7O10 as an isolated structure.

Each line ends with the Löwdin charge.
Cartesian coordinates (Å):
H -1.92163 5.05034 -1.48762  0.098
H 1.44812 -3.76976 -0.50790  0.104
C -2.77765 -1.51652 -1.87826  -0.094
H -1.37412 5.63022 0.69158  0.083
C -1.68582 1.53152 -4.32455  -0.439
H 0.68248 -2.19027 2.20758  0.080
Mg 0.14557 3.33731 -2.48290  0.568
O -1.01387 2.67009 -3.95189  -0.333
H 3.00651 0.95646 1.80579  0.038
H -3.02844 1.45630 -1.24228  0.079
H 0.04787 0.73285 3.07832  0.081
C -2.62492 -1.04811 2.27682  -0.288
C -6.40979 -1.86099 -1.71725  -0.439
H -0.01791 -3.41063 3.29698  0.085
O 4.36347 -1.40488 0.32039  -0.216
H 0.00313 4.03875 4.32093  0.122
H -8.42537 -2.60780 -1.42316  0.078
H -0.79951 2.73905 7.00063  0.141
H 4.40908 0.56371 -0.29015  0.115
C -4.10235 -1.21902 1.97200  -0.085
H -4.44696 -0.71768 1.06541  0.047
H 4.38831 -3.45031 1.28476  0.047
H -3.54278 3.42959 1.18579  0.130
H 0.01091 0.36840 -5.04352  0.063
C 0.28460 -0.12977 -0.37377  -0.075
H -0.55339 -6.50062 -2.07976  0.079
H -1.67921 2.59252 0.02250  0.114
H 5.35727 1.35116 1.87082  0.135
C 2.22146 4.31475 -4.39122  -0.149
H -2.62265 -1.60148 -0.79911  0.075
H 5.98135 -0.14357 0.03390  0.128
H 1.09729 2.98874 5.24982  0.126
H 5.22758 -3.75494 3.65396  0.066
H -4.41403 -2.26488 1.93613  0.078
H 5.70048 -0.19261 3.78880  0.074
C 3.69780 -4.90233 2.58782  -0.421
H -6.00577 -0.85221 -3.43153  0.060
O -4.21001 3.14580 -0.76240  -0.178
H -2.58724 4.30377 6.94208  0.075
H -0.10870 -6.36813 0.20509  0.069
H -0.49849 0.15065 0.33650  0.056
H 0.82775 -6.43532 -3.15261  0.077
H -2.03564 -1.56704 4.11851  0.085
H 2.08500 -4.61703 3.94443  0.130
C 2.51726 2.01059 -4.20408  -0.051
C 1.68958 6.81257 -4.38114  -0.052
H -2.58851 1.28369 -3.73473  0.085
H -1.30697 -0.64080 -4.59751  0.070
N -6.76306 -1.44403 -3.09713  0.033
H 2.86024 -3.08166 3.31402  0.124
O -2.31707 -1.99717 3.30758  -0.088
C 4.82690 -4.76921 3.57527  -0.070
H -0.01183 4.50356 0.52488  0.078
C 1.05496 -4.42384 -1.29353  -0.211
C 5.82788 -0.44601 2.73910  -0.065
H 5.62116 -5.46606 3.30743  0.080
H 4.55049 -4.99417 4.61097  0.079
H -6.66783 -2.29601 -3.65751  0.072
H -0.85080 2.08221 2.38178  0.067
C -0.79327 0.28475 -4.30676  -0.104
O 1.79052 3.13046 -3.72171  -0.264
C -1.07339 4.58079 0.75813  -0.050
C -3.99128 1.74509 -0.81169  -0.088
H 1.03631 -5.55083 0.87709  0.030
H 0.36098 5.33369 6.43362  0.065
H -0.04027 -4.26679 -1.27964  0.124
C 1.17746 5.41696 -4.09164  -0.384
H -0.42077 -3.48535 1.62679  0.088
H 0.11635 6.06219 -2.47100  0.102
H 1.79326 6.95436 -5.46124  0.090
H -4.06447 1.27648 0.17816  0.082
H 1.60381 5.56782 -2.10092  0.121
N 0.91606 -6.33893 0.23144  0.049
O -4.14598 -1.18965 -2.10511  -0.200
H 0.60892 -7.79942 -1.94004  0.079
C -4.93578 -2.26618 -1.62438  -0.215
N 4.10683 -4.42850 1.26806  0.066
H 3.94849 -1.30008 -1.67704  0.077
H -2.42693 3.69313 -2.09952  0.094
H 1.10704 4.19496 7.25088  0.067
C -7.39619 -2.89834 -1.22095  -0.064
H 0.92355 7.53478 -4.09159  0.082
H -0.38263 0.10354 -3.31111  0.037
C 2.45263 -4.06865 3.07101  -0.190
C 1.29589 -5.92278 -1.13541  -0.433
H -4.69689 -3.17558 -2.18586  0.132
H 6.87311 -0.26841 2.47178  0.077
H 3.91417 -2.92793 -1.01910  0.075
H 2.18571 4.15569 -5.47001  0.142
C -0.11705 1.80967 3.14562  -0.104
O 1.50052 -3.97251 -2.56382  -0.188
H 3.15859 -0.58801 2.30865  0.060
H 1.56768 -1.87716 -2.35917  0.068
H 3.58688 2.24139 -4.18994  0.098
C 1.29887 0.98184 -0.51676  -0.412
H -1.83984 5.30842 5.64873  0.076
N 0.78839 5.32791 -2.66367  0.040
C 1.08547 -2.67742 -2.92385  -0.106
O 1.51770 -4.06564 2.02217  -0.251
C -1.97323 4.30528 6.04141  -0.066
H 5.48299 -2.10973 -1.29045  0.096
H -3.69044 4.86621 0.03722  0.132
H 1.18853 -2.60964 -4.00381  0.094
C 0.40129 -3.24340 2.30136  -0.097
H 0.80906 2.34270 2.92514  0.086
H 2.17401 1.73600 -5.20069  0.101
H -2.29006 -0.05329 2.56989  0.100
H 3.23633 -4.43146 0.74275  0.039
H 2.61068 7.01108 -3.83334  0.086
H -1.22528 4.32407 1.80954  0.065
H -2.10821 1.65457 -5.33380  0.096
C -0.65001 3.59577 6.34402  -0.426
N -1.64836 4.06639 -1.54685  0.035
C -1.89446 3.64831 -0.13238  -0.397
N 0.17207 4.57490 7.09068  0.020
N 3.54673 0.34411 2.41532  0.058
H -2.49743 3.62514 5.35921  0.076
C 4.93830 -0.12574 0.38396  -0.222
C 4.44495 -1.98083 -0.97432  -0.084
H 2.14894 0.59467 -1.10671  0.083
H -7.26536 -3.86131 -1.72463  0.079
H 0.32734 5.18778 -4.73848  0.151
H -6.49876 -0.91170 -1.17208  0.133
H -4.72936 -0.87022 2.80110  0.079
H 3.33357 -5.92873 2.50293  0.138
H 5.65420 -1.52019 2.62270  0.057
H -4.76003 -2.39653 -0.54734  0.105
O -0.54464 2.03688 4.48300  -0.181
H 3.21278 4.60715 -4.03301  0.138
H 2.37122 -6.10690 -1.22743  0.138
H -2.13528 -0.72503 -2.26187  0.051
H -7.26978 -3.07267 -0.15132  0.075
O 0.82358 2.12685 -1.13643  -0.331
C 4.89224 0.36157 1.82475  -0.419
H -4.82396 1.37533 -1.40508  0.092
H 2.40547 1.17689 -3.51328  0.091
C 0.51388 -6.73748 -2.15463  -0.058
H 1.65404 1.29133 0.47685  0.075
H -2.49450 -2.44487 -2.38094  0.089
C -3.39642 3.82370 0.17225  -0.193
H 0.80336 -1.01692 0.00804  0.064
H 0.00384 -2.56068 -2.75926  0.070
H -0.17902 -0.40519 -1.32143  0.035
C 0.04146 3.20569 5.03366  -0.226
H -2.04885 -1.36540 1.40062  0.080

Results
E_tot ... -73115.5666 eV
Energy relative to the best compared isomer or geometry (same formula, charge and spin) ... 0.0000 eV